The following is a quantum chemistry calculation of a cluster of 2 separate species, H4O2 in total, from the OMol25 dataset.

Results
LUMO level (eV): 0.810
SMILES: O.O
Kohn-Sham gap (eV): 11.7054
Energy relative to the best compared isomer or geometry (same formula, charge and spin) (kJ/mol): 24.6

Geometry as ORCA input:
```
! wB97M-V def2-TZVPD RIJCOSX def2/J DEFGRID3
* xyz 0 1
H -1.4356 0.8674 -0.3672
H -0.8958 -0.5172 -0.3916
H 1.0343 0.0696 0.9184
H 1.7503 -0.5237 -0.2332
O -1.5590 -0.0278 0.1010
O 1.1058 0.1317 -0.0273
*
```

=====

The following is a quantum chemistry calculation of a cluster of 2 separate species, H4O2 in total, from the OMol25 dataset.

Results
LUMO level (eV): 0.526
SMILES: O.O
Kohn-Sham gap (eV): 11.5715
Energy relative to the best compared isomer or geometry (same formula, charge and spin) (kJ/mol): 36.9

Geometry as ORCA input:
```
! wB97M-V def2-TZVPD RIJCOSX def2/J DEFGRID3
* xyz 0 1
H 0.9651 -0.7231 -0.0894
H 1.1768 0.8279 -0.1317
H -1.7487 0.8282 0.4451
H -1.8663 -0.7386 0.4369
O 1.6199 -0.0199 0.0363
O -1.4357 -0.0044 -0.1189
*
```

=====

The following is a quantum chemistry calculation of a cluster of 2 separate species, H4O2 in total, from the OMol25 dataset.

Results
LUMO level (eV): 0.930
SMILES: O.O
Kohn-Sham gap (eV): 12.3718
Energy relative to the best compared isomer or geometry (same formula, charge and spin) (kJ/mol): 17.0

Geometry as ORCA input:
```
! wB97M-V def2-TZVPD RIJCOSX def2/J DEFGRID3
* xyz 0 1
H -2.5612 -0.1414 0.2454
H -1.4173 0.8821 0.0729
H 1.2138 -0.6468 -0.0039
H 2.6619 -0.1966 0.0364
O -1.6988 -0.0265 -0.2003
O 1.8017 0.1292 -0.1506
*
```